# C10H14FO5S

A cluster of 2 separate species, C10H14FO5S in total (ωB97M-V/def2-TZVPD, the Open Molecules 2025 dataset).

Properties
orbital gap = 6.6289 eV
E_HOMO = -3.46 eV
LUMO level = 3.17 eV
charge = -1
2S+1 = 1
DFT total energy = -1263.73172 hartree

Last columns: bonded neighbours and bond lengths (Å).
CARTESIAN COORDINATES (ANGSTROEM)
1 C 1.2619 -1.0364 -3.6492  C2 1.505, H12 1.091, H13 1.094, H14 1.094
2 C 1.1866 -1.4864 -2.2151  C1 1.505, O3 1.442, H15 1.100, H16 1.099
3 O 0.1137 -0.7369 -1.6095  C2 1.442, C4 1.357
4 C -0.0872 -1.0574 -0.3063  O3 1.357, C5 1.449, O11 1.222
5 C -1.1955 -0.2689 0.1947  C4 1.449, C6 1.446, C10 1.476
6 C -1.7062 -0.3422 1.5461  C5 1.446, O7 1.220, C8 1.543
7 O -1.1701 -0.7931 2.5449  C6 1.220
8 C -3.0906 0.3388 1.5377  C6 1.543, C9 1.529, H17 1.103, H18 1.095
9 C -3.1500 1.1171 0.2229  C8 1.529, C10 1.547, H19 1.094, H20 1.098
10 C -2.0538 0.5334 -0.6992  C5 1.476, C9 1.547, H21 1.104, H22 1.106
11 O 0.5909 -1.8846 0.2843  C4 1.222
12 H 2.0961 -1.5377 -4.1420  C1 1.091
13 H 0.3439 -1.2880 -4.1891  C1 1.094
14 H 1.4141 0.0446 -3.7231  C1 1.094
15 H 0.9580 -2.5600 -2.1515  C2 1.100
16 H 2.1199 -1.2763 -1.6748  C2 1.099
17 H -3.8647 -0.4464 1.5569  C8 1.103
18 H -3.2441 0.9654 2.4223  C8 1.095
19 H -4.1359 1.0462 -0.2462  C9 1.094
20 H -2.9342 2.1789 0.3984  C9 1.098
21 H -1.4904 1.3271 -1.2192  C10 1.104
22 H -2.5089 -0.1056 -1.4792  C10 1.106
23 F 3.5764 -0.8723 2.9487  S24 1.633
24 S 3.1046 0.6733 2.7132  F23 1.633, C25 1.748, O27 1.432, O28 1.430
25 C 1.7903 0.4551 1.5820  S24 1.748, C26 1.341, H29 1.085
26 C 1.4038 1.4392 0.7566  C25 1.341, H30 1.088, H31 1.090
27 O 2.6247 1.0979 3.9934  S24 1.432
28 O 4.2164 1.3152 2.0837  S24 1.430
29 H 1.3329 -0.5223 1.6953  C25 1.085
30 H 0.5535 1.2959 0.0926  C26 1.088
31 H 1.9439 2.3861 0.7305  C26 1.090